Entry 1:
Density functional theory data (ωB97M-V with the def2-TZVPD basis set) for a structure of composition C38H53BrFN2O3PS5SbTeTi at a distorted geometry.

```
107
Properties=species:S:1:pos:R:3:forces:R:3
Te 2.20220 3.35018 2.11989 -0.031 -0.044 0.171
Sb 1.10957 -3.50884 -0.28384 -0.227 -0.012 -0.040
Br -1.50891 7.82361 -3.79585 0.008 0.020 -0.010
Ti -1.00579 1.34771 0.17671 -1.345 -1.034 -0.757
S -0.18704 0.13493 2.26512 0.120 -0.092 -0.021
S -2.39528 1.26512 5.83873 -0.030 0.052 0.115
S -5.25100 1.22673 4.99347 0.019 0.012 -0.004
S -3.00817 0.57617 3.15042 -0.019 -0.022 -0.113
S 0.55863 1.11545 5.54750 0.036 -0.071 -0.111
P 0.13552 3.84044 1.16869 -0.600 0.488 -0.001
F 3.96514 0.04941 -3.27900 -0.047 0.010 0.031
O -0.53998 5.20982 1.62771 0.064 0.044 0.291
O 0.23704 3.94661 -0.43312 0.386 0.077 0.057
O -1.08935 2.89491 1.32857 0.965 0.627 0.204
N -2.41982 0.03057 -0.01864 -0.200 0.025 0.312
N -2.18604 2.34077 -1.24611 0.147 -0.180 0.587
C 3.01761 -4.41412 -0.96066 0.054 0.057 0.095
C -1.02063 0.96228 4.80225 0.027 -0.013 -0.086
C -1.65995 -4.51062 -1.44773 0.000 -0.064 -0.009
C 2.99530 0.12946 -1.13315 -0.036 -0.018 -0.045
C 1.42230 -4.14484 2.63514 0.006 -0.026 0.020
C -2.53673 -1.27859 0.42059 0.117 0.187 -0.217
C 1.85862 5.46133 -1.43959 0.002 0.008 0.000
C -1.29822 0.61875 3.52335 0.066 -0.003 -0.029
C -3.44261 1.99484 -0.78073 0.001 -0.017 -0.310
C -3.63971 1.04916 4.67777 -0.070 -0.009 0.028
C -2.46799 5.98371 -1.83802 0.006 -0.018 -0.018
C 4.00166 -4.20724 0.19346 0.039 0.013 -0.029
C 1.09288 6.96825 2.28745 0.008 -0.056 0.043
C -2.08150 3.59032 -1.86485 -0.065 0.028 0.080
C -1.75849 6.10395 -3.02257 -0.004 -0.013 0.027
C -1.39774 3.73959 -3.06984 0.018 0.044 -0.043
C 1.66750 0.54163 -3.11237 -0.005 0.012 0.029
C -4.93568 -1.07421 0.61439 0.189 -0.190 0.009
C -3.60610 0.77636 -0.19908 -0.054 -0.313 0.057
C -3.71649 -1.85255 0.71024 -0.223 0.024 0.002
C 3.08424 -5.88063 -1.38270 0.005 -0.034 -0.027
C -0.07771 6.54954 1.42572 -0.139 -0.007 -0.176
C -0.88745 -4.43058 1.88154 0.020 0.037 0.031
C -2.62779 4.73323 -1.26851 0.000 0.013 -0.011
C 0.56544 -4.70798 1.49726 0.053 -0.004 -0.041
C 3.46713 -3.53773 -2.13069 0.016 -0.059 -0.055
C -4.87177 0.19818 0.19106 0.153 0.180 -0.013
C 0.59247 2.90900 5.78588 -0.024 0.012 0.023
C 1.43806 4.02756 -1.22241 -0.021 -0.090 -0.014
C 2.86946 0.24746 -2.50183 0.051 -0.030 -0.024
C -0.37462 -2.85342 -2.77498 -0.062 0.008 -0.021
C -1.22660 4.99002 -3.64638 -0.009 -0.027 0.006
C -0.26812 -4.12430 -1.92918 0.153 -0.032 0.026
C 0.78963 -6.20812 1.35793 -0.029 -0.011 0.019
C 1.86775 0.33332 -0.34886 0.080 0.063 0.091
C 0.62816 0.66794 -0.90420 0.327 0.233 -0.004
C 0.55890 0.75382 -2.30060 -0.090 -0.157 -0.037
C 0.24770 -5.26497 -2.79909 -0.030 0.021 -0.051
H -2.87751 6.86143 -1.35631 0.007 0.010 0.008
H 2.63035 -6.05611 -2.35552 0.042 0.002 0.065
H 2.25244 5.89636 -0.51971 -0.011 0.009 0.029
H 3.95511 -0.11385 -0.69675 0.020 -0.001 0.000
H 1.16546 -5.00127 -3.32495 -0.023 -0.002 0.012
H -3.12781 4.63650 -0.31335 -0.015 0.004 0.004
H 2.64319 5.49887 -2.19736 0.030 0.002 0.007
H 2.48981 -4.28330 2.47577 0.040 -0.020 0.000
H -0.14994 3.22100 6.51891 0.016 0.007 -0.002
H 1.98908 6.39401 2.06690 0.018 -0.003 -0.026
H 1.23889 -3.07749 2.77728 -0.006 0.018 -0.004
H 1.01573 6.05891 -1.79122 -0.007 -0.006 -0.031
H 0.59462 -2.53368 -3.16514 0.030 0.005 -0.003
H 0.86174 6.83470 3.34439 -0.011 -0.005 0.011
H 3.53767 -2.48851 -1.84769 0.006 0.073 0.029
H 0.26606 -6.62695 0.49519 -0.014 -0.002 -0.014
H 3.79847 -4.87994 1.02661 0.005 -0.039 0.002
H -0.50697 -5.49748 -3.56164 0.001 0.007 -0.026
H 1.97307 0.24184 0.72648 0.015 0.057 -0.035
H -2.30303 -4.64900 -2.32632 -0.023 0.009 0.001
H -0.98888 2.86561 -3.55752 0.006 -0.007 0.000
H 1.29426 8.02563 2.10355 -0.010 0.021 0.010
H 4.14008 -6.16905 -1.46535 0.013 -0.006 -0.008
H -1.65235 -5.45557 -0.90258 0.001 -0.030 0.041
H 0.13326 6.68934 0.36328 0.051 -0.011 -0.011
H -3.73752 -2.87676 1.05785 -0.012 0.006 -0.002
H -0.68775 5.09341 -4.57879 0.007 0.003 -0.001
H 3.98914 -3.18218 0.57255 -0.018 0.009 0.008
H -4.30256 2.63717 -0.94273 0.100 0.073 -0.025
H -5.75841 0.81507 0.11744 0.005 0.024 -0.001
H 0.42868 -6.17636 -2.22692 -0.039 0.007 -0.001
H -0.94905 7.15865 1.66968 0.008 0.018 -0.057
H -1.60520 -4.76875 1.14158 -0.061 -0.054 -0.086
H -2.12719 -3.75003 -0.82827 -0.023 0.106 0.090
H 1.18346 3.54547 -2.16581 -0.014 0.008 0.023
H -5.88265 -1.51589 0.89382 0.003 -0.011 0.021
H -1.05583 -3.36859 2.07183 -0.007 0.054 -0.036
H -0.39437 0.96517 -2.77159 0.028 0.023 0.015
H 1.58919 3.15703 6.14643 0.023 0.003 0.023
H -1.03880 -3.03276 -3.62990 -0.002 -0.002 -0.016
H -1.10772 -4.95921 2.81723 0.000 0.007 0.019
H 1.61083 0.61122 -4.19098 0.003 -0.025 -0.012
H 1.16096 -4.65258 3.57156 -0.013 -0.006 0.011
H 1.84830 -6.45214 1.26443 0.015 0.005 -0.008
H 2.61893 -6.55636 -0.66703 -0.001 -0.003 0.017
H 0.43218 3.40983 4.83495 0.015 0.010 -0.051
H 2.78856 -3.60331 -2.98399 0.006 -0.005 -0.004
H 4.45819 -3.86010 -2.47346 0.014 0.000 -0.004
H -1.59563 -1.79658 0.53736 0.023 -0.029 -0.011
H 2.22189 3.44368 -0.73460 -0.013 0.024 -0.024
H -0.78148 -2.01633 -2.20310 -0.017 0.004 0.012
H 0.41583 -6.72291 2.25232 0.005 -0.009 0.018
H 5.01966 -4.42123 -0.15503 0.013 0.018 -0.010
```
Forces are in eV/Å.

Orbital gap, eV: 6.1
Lowest unoccupied orbital energy, hartree: 0.0795
Total charge: -1
HOMO, eV: -3.919
2S+1: 1
Strongest force on any atom, eV Å⁻¹: 1.86

Entry 2:
Density functional theory data (ωB97M-V with the def2-TZVPD basis set) for a structure of composition C38H53BrFN2O3PS5SbTeTi at a distorted geometry.

```
107
Properties=species:S:1:pos:R:3:forces:R:3
Te 0.05007 -4.66683 4.24818 -0.043 0.028 0.055
Sb -1.13670 2.22198 -1.68116 0.068 0.103 -0.031
Br 2.23870 0.17499 8.53261 -0.007 0.012 -0.007
Ti 0.62592 -0.94455 1.19140 0.600 0.956 -0.324
S -1.10193 -1.25407 -0.67727 0.014 0.086 -0.244
S -2.92408 -3.10098 -2.00215 -0.115 0.158 0.094
S 1.37567 -3.43383 -1.93786 0.014 0.075 -0.042
S -1.00707 -4.91865 -3.04848 0.099 -0.077 -0.061
S -3.87674 -5.41303 -3.61840 -0.017 -0.023 0.007
P -0.05013 -3.51804 2.23107 -0.162 -0.120 -0.079
F -0.54784 4.11199 4.47706 0.008 -0.015 -0.010
O -0.57351 -2.06527 2.22369 0.166 -0.883 0.545
O -0.81486 -4.28350 1.06995 -0.093 -0.288 -0.025
O 1.38700 -3.25780 1.49786 -0.342 -0.283 0.441
N 2.01567 -0.42940 -0.14007 0.509 -0.261 -0.060
N 2.17118 -0.69314 2.49817 0.064 -0.204 -0.447
C -2.67530 -4.52111 -2.92653 -0.026 -0.062 -0.058
C 0.72523 3.06275 2.79299 -0.061 0.033 -0.010
C 2.21363 -0.06989 6.64606 0.010 0.028 -0.002
C 3.35626 -0.57599 1.79318 0.019 0.128 0.442
C -2.39301 2.62169 -4.57835 -0.033 -0.066 -0.043
C -1.26014 -2.73252 -1.58878 -0.066 0.051 0.189
C 2.20051 -0.47821 3.88210 0.037 0.174 -0.231
C 3.30598 -0.47620 0.45008 -0.002 0.285 -0.594
C -3.85744 3.89769 -1.56627 -0.022 0.020 0.072
C -3.04489 -5.20083 1.28954 -0.037 0.034 -0.012
C 0.90145 1.98199 1.94681 -0.040 0.058 -0.211
C -0.36319 -3.60327 -2.09055 0.060 -0.023 0.018
C 1.12146 -0.87035 4.67452 -0.165 -0.025 0.062
C 1.97140 -0.24239 -1.51941 -0.235 0.049 0.531
C 0.04236 3.98565 -2.32126 -0.060 0.008 0.025
C 0.97329 3.53490 -3.44691 0.034 0.031 0.023
C 4.37807 -0.22678 -1.70666 -0.223 0.066 -0.414
C 1.12589 -0.67639 6.04488 -0.021 0.000 -0.026
C 2.34544 -4.33697 1.46789 0.063 0.036 -0.278
C -1.56965 -5.50372 1.18292 -0.053 0.082 0.010
C 4.48752 -0.39859 -0.38402 -0.185 -0.073 0.317
C 3.27983 0.37366 5.88525 -0.008 -0.028 -0.046
C -0.95324 0.60866 -4.20213 -0.055 -0.043 -0.010
C 0.01332 0.89656 1.91898 -0.286 0.101 0.330
C 3.05715 -0.12919 -2.29682 0.485 0.082 -0.097
C -2.87912 3.12971 -0.68417 0.042 -0.003 -0.021
C -2.01280 1.52833 -3.58521 0.061 0.020 -0.015
C -1.28228 2.03179 3.65722 -0.036 -0.014 -0.053
C 0.91497 4.32244 -1.10852 0.027 0.030 -0.032
C -3.59856 1.96551 0.00143 -0.037 0.035 0.014
C 1.90365 -5.15758 -2.04802 -0.042 -0.006 0.047
C -3.24504 0.68120 -3.26967 0.010 -0.036 -0.014
C -1.07209 0.95209 2.79838 -0.110 0.015 -0.118
C 3.69838 -3.81769 1.05593 -0.006 0.024 -0.041
C -0.37118 3.06030 3.63986 0.021 0.034 -0.040
C 3.26675 0.17679 4.51269 0.021 0.053 0.074
C -0.73461 5.22451 -2.75600 0.070 -0.027 -0.015
C -2.32725 4.05672 0.39941 -0.065 -0.011 0.004
H -3.03404 -0.06939 -2.50471 -0.001 0.002 -0.013
H -4.36918 3.24819 -2.27661 0.006 0.005 0.000
H -4.02168 1.25886 -0.71353 -0.009 0.011 0.022
H 1.77816 -5.55477 -3.05384 0.020 -0.016 0.004
H 1.71571 4.32032 -3.64425 -0.008 -0.013 0.007
H 0.44228 3.34697 -4.37964 0.000 0.002 -0.014
H -1.52585 3.18036 -4.92893 0.005 0.014 -0.006
H 4.31768 -0.57401 2.28983 -0.048 -0.100 0.111
H -3.23275 -4.56408 2.15542 -0.002 -0.037 0.022
H -1.33741 -6.07552 0.28419 -0.012 0.022 -0.053
H 0.26314 -1.33812 4.21433 0.054 -0.016 0.048
H 4.10915 0.88486 6.35546 0.007 -0.009 -0.009
H -3.13626 4.34724 1.08253 0.010 0.004 -0.016
H -1.55483 3.56791 0.99646 0.026 -0.033 0.068
H -4.62852 4.35915 -0.93334 0.000 -0.018 -0.015
H 4.08049 0.57709 3.92560 0.020 -0.009 0.016
H 1.42530 3.88832 2.81896 -0.016 0.007 -0.002
H 5.26158 -0.14805 -2.32818 -0.028 -0.020 -0.024
H -1.32904 0.18876 -5.14469 0.005 0.012 0.009
H 2.37944 -4.79092 2.45798 -0.014 0.023 0.048
H 1.53544 3.46944 -0.82280 0.004 -0.007 0.009
H -1.38401 5.02646 -3.60911 -0.004 0.006 -0.009
H -0.03058 6.01574 -3.05095 -0.008 -0.014 0.003
H -1.78056 0.13093 2.82928 0.026 -0.025 0.032
H 1.36639 -5.78016 -1.33322 0.022 -0.010 -0.005
H 0.32775 4.60912 -0.23511 0.001 0.017 0.010
H -1.22552 -6.06210 2.05362 0.070 0.016 0.036
H -1.90625 4.97186 -0.01918 0.004 0.010 0.009
H 4.08040 -3.10973 1.78861 0.010 -0.013 0.003
H 2.96435 -5.15392 -1.79920 0.000 -0.024 0.000
H 0.97673 -0.19198 -1.93777 -0.036 -0.018 0.050
H 1.58518 5.15770 -1.35410 -0.014 -0.013 0.003
H 0.28164 -1.00139 6.63752 0.009 -0.022 0.000
H -2.92345 1.40976 0.65437 0.025 -0.013 0.033
H 1.98174 -5.08379 0.75995 -0.049 -0.025 -0.021
H -1.34966 5.62461 -1.95001 0.006 0.012 0.006
H 4.38968 -4.66031 0.98203 -0.001 0.010 -0.003
H 1.52105 2.62695 -3.17682 0.009 0.009 0.004
H 3.65072 -3.31021 0.09114 0.000 -0.005 0.007
H -2.12620 2.06981 4.33406 0.013 -0.010 0.002
H -0.72650 -0.22816 -3.53537 -0.013 0.002 -0.006
H -3.60066 -6.13211 1.41440 -0.013 0.012 -0.010
H -2.86225 2.16317 -5.46042 0.013 0.011 0.013
H -4.41974 2.35355 0.61936 0.010 -0.008 -0.016
H 5.45502 -0.47018 0.09896 -0.022 -0.008 0.036
H -4.08713 1.28602 -2.93151 0.002 -0.008 -0.019
H -3.37177 4.69746 -2.12560 -0.009 0.012 -0.003
H -3.56340 0.14934 -4.17632 0.001 0.017 0.015
H -3.10595 3.33198 -4.15874 -0.006 -0.006 -0.007
H -3.41047 -4.69132 0.39787 0.020 -0.012 0.017
H 2.93095 0.01738 -3.36111 0.023 -0.008 0.008
H 1.76948 1.97424 1.29597 0.046 -0.042 0.029
H -0.01993 1.13150 -4.41821 0.001 -0.002 -0.015
```
Forces are in eV/Å.

Orbital gap (spin up / spin down), eV: 6.0 / 6.0
Lowest unoccupied orbital energy (spin up / spin down), hartree: 0.0743 / 0.0743
Total charge: -1
HOMO (spin up / spin down), eV: -3.988 / -3.987
2S+1: 1
Strongest force on any atom, eV Å⁻¹: 1.17

Which of these has the highest strongest force on any atom? number 1